Entry from the OMol25 dataset: a 5-piece molecular cluster, C44H93F9N5O8SSi overall (ωB97M-V/def2-TZVPD).

Each line ends with the Löwdin charge.
Positions of all 161 atoms, in Å:
C  0.231  -1.175  3.223  -0.17
Si  -0.182  -1.618  1.430  0.59
C  1.251  -2.378  0.454  -0.15
C  -1.564  -2.945  1.519  -0.24
C  -2.977  -2.333  1.837  -0.25
C  -3.568  -2.928  3.159  -0.19
C  -4.936  -2.302  3.567  -0.21
C  -6.185  -3.021  2.973  -0.19
C  -6.259  -3.043  1.418  -0.19
C  -6.123  -1.640  0.738  -0.18
C  -7.533  -1.006  0.657  -0.14
N  -7.579  0.363  0.029  0.05
C  -6.613  1.374  0.579  -0.11
C  -6.880  1.771  2.062  -0.03
C  -5.619  1.943  2.942  -0.40
F  -5.884  1.216  4.102  0.09
F  -4.508  1.328  2.437  0.11
C  -5.334  3.388  3.470  -0.42
F  -6.350  3.781  4.277  0.13
F  -4.245  3.298  4.276  0.13
S  -5.021  4.718  2.190  0.85
F  -5.177  5.842  3.349  -0.13
F  -3.443  4.691  2.537  -0.14
F  -4.810  3.653  1.002  -0.14
F  -6.592  4.901  1.879  -0.14
F  -4.714  5.884  1.139  -0.11
C  -0.846  -0.073  0.531  -0.24
C  -0.759  0.093  -0.888  -0.08
C  -1.300  1.250  -1.518  -0.08
C  -1.948  2.279  -0.777  -0.07
C  -2.003  2.130  0.639  -0.09
C  -1.468  0.979  1.275  -0.11
H  0.513  -2.087  3.789  0.03
H  1.066  -0.448  3.262  0.04
H  -0.682  -0.770  3.718  0.03
H  1.108  -2.173  -0.629  0.03
H  2.207  -1.912  0.766  0.03
H  1.307  -3.473  0.616  0.03
H  -1.633  -3.545  0.589  0.08
H  -1.325  -3.655  2.343  0.06
H  -2.969  -1.226  1.919  0.08
H  -3.664  -2.595  1.000  0.08
H  -3.620  -4.037  3.143  0.12
H  -2.843  -2.659  3.961  0.11
H  -5.022  -2.407  4.674  0.12
H  -4.944  -1.203  3.385  0.08
H  -6.130  -4.082  3.304  0.12
H  -7.116  -2.615  3.431  0.11
H  -7.276  -3.423  1.155  0.11
H  -5.527  -3.718  0.939  0.11
H  -5.666  -1.665  -0.272  0.13
H  -5.477  -0.969  1.348  0.09
H  -8.078  -0.987  1.624  0.14
H  -8.147  -1.666  0.001  0.14
H  -7.494  0.330  -0.993  0.19
H  -8.523  0.735  0.205  0.19
H  -6.759  2.293  -0.034  0.14
H  -5.590  1.030  0.348  0.14
H  -7.534  2.669  2.050  0.13
H  -7.518  0.976  2.510  0.13
H  -0.286  -0.682  -1.510  0.09
H  -1.247  1.371  -2.612  0.10
H  -2.399  3.175  -1.265  0.09
H  -2.488  2.903  1.255  0.07
H  -1.533  0.911  2.373  0.09
C  1.315  -5.360  2.792  -0.11
O  2.384  -5.434  1.870  -0.20
C  3.649  -5.718  2.463  -0.20
C  4.100  -7.138  2.157  -0.21
N  3.288  -8.125  2.860  -0.05
C  3.439  -9.500  2.379  -0.19
C  3.141  -9.801  0.907  -0.22
O  1.773  -9.702  0.542  -0.18
C  1.307  -8.385  0.318  -0.10
H  0.467  -4.904  2.280  0.06
H  1.005  -6.355  3.128  0.08
H  1.572  -4.743  3.658  0.09
H  3.647  -5.518  3.539  0.12
H  4.365  -5.031  2.004  0.10
H  5.146  -7.255  2.460  0.13
H  4.045  -7.266  1.070  0.10
H  2.313  -7.870  2.777  0.06
H  2.767  -10.115  2.983  0.12
H  4.457  -9.833  2.606  0.12
H  3.411  -10.847  0.737  0.12
H  3.765  -9.218  0.220  0.11
H  2.062  -7.747  -0.145  0.09
H  0.945  -7.945  1.251  0.07
H  0.448  -8.446  -0.354  0.09
C  5.112  -0.191  -4.840  -0.12
O  6.101  -1.181  -4.633  -0.19
C  7.156  -0.781  -3.763  -0.21
C  7.058  -1.474  -2.412  -0.21
N  5.921  -0.986  -1.637  -0.04
C  5.566  -1.811  -0.480  -0.19
C  5.209  -3.282  -0.706  -0.21
O  3.980  -3.484  -1.382  -0.19
C  4.036  -3.327  -2.788  -0.09
H  4.507  -0.499  -5.693  0.09
H  4.448  -0.098  -3.974  0.07
H  5.558  0.782  -5.065  0.09
H  7.202  0.307  -3.655  0.12
H  8.087  -1.102  -4.240  0.12
H  7.978  -1.291  -1.848  0.12
H  6.986  -2.550  -2.605  0.10
H  5.112  -0.926  -2.240  0.06
H  4.700  -1.333  -0.015  0.09
H  6.383  -1.753  0.246  0.12
H  5.076  -3.730  0.283  0.10
H  6.015  -3.853  -1.182  0.11
H  4.974  -3.686  -3.214  0.09
H  3.857  -2.284  -3.062  0.07
H  3.217  -3.907  -3.219  0.09
C  2.609  5.012  0.529  -0.11
O  3.808  4.808  -0.193  -0.19
C  4.954  5.434  0.382  -0.21
C  5.887  4.415  1.019  -0.21
N  5.309  3.836  2.228  -0.05
C  5.984  2.633  2.717  -0.19
C  6.096  1.424  1.782  -0.22
O  4.869  0.769  1.507  -0.20
C  4.068  1.401  0.524  -0.10
H  1.779  4.714  -0.113  0.08
H  2.572  4.395  1.432  0.07
H  2.478  6.064  0.800  0.09
H  4.672  6.220  1.090  0.12
H  5.488  5.913  -0.443  0.12
H  6.831  4.905  1.274  0.12
H  6.095  3.651  0.262  0.10
H  4.341  3.603  2.052  0.06
H  5.435  2.310  3.606  0.12
H  6.988  2.912  3.051  0.12
H  6.713  0.682  2.296  0.12
H  6.626  1.656  0.851  0.11
H  4.662  1.854  -0.272  0.09
H  3.408  2.138  0.988  0.07
H  3.421  0.639  0.081  0.08
C  -4.724  7.772  -5.267  -0.11
O  -3.915  7.007  -6.141  -0.19
C  -2.628  7.569  -6.389  -0.21
C  -1.533  6.784  -5.682  -0.21
N  -1.589  6.962  -4.234  -0.05
C  -0.791  6.006  -3.467  -0.19
C  -1.072  4.510  -3.636  -0.21
O  -2.317  4.069  -3.106  -0.24
C  -3.439  4.328  -3.935  -0.08
H  -5.745  7.397  -5.346  0.09
H  -4.406  7.664  -4.225  0.07
H  -4.722  8.830  -5.542  0.09
H  -2.594  8.631  -6.130  0.12
H  -2.459  7.488  -7.466  0.12
H  -0.558  7.124  -6.046  0.13
H  -1.654  5.733  -5.967  0.10
H  -2.550  6.886  -3.929  0.06
H  -0.943  6.251  -2.412  0.12
H  0.266  6.189  -3.683  0.12
H  -0.309  3.977  -3.062  0.12
H  -0.955  4.170  -4.671  0.12
H  -3.207  4.232  -4.996  0.09
H  -3.854  5.314  -3.713  0.07
H  -4.213  3.600  -3.681  0.09

Computed properties:
* molar mass: 1051.4 g/mol
* orbital gap: 6.4 eV
* energy relative to the best compared isomer or geometry (same formula, charge and spin): 0.986 eV
* DFT total energy: -114123.841 eV
* strongest force on any atom: 3.700 eV/A
* charge: +1